{"formula": "C8H7NO4", "method": "ωB97M-V/def2-TZVPD", "species": ["O", "O", "O", "O", "N", "C", "C", "C", "C", "C", "C", "C", "C", "H", "H", "H", "H", "H", "H", "H"], "xyz": [[1.543767, -2.042374, 2.846501], [-0.715292, -2.589367, -2.273199], [0.092792, -2.672242, 0.098305], [0.259264, -0.080966, 2.317432], [-0.534967, -2.162509, 1.178685], [0.403488, -1.417285, 2.101913], [-0.061624, 2.921475, -0.811704], [1.023488, 0.443353, -1.656390], [-1.420310, 2.195358, -0.161400], [-0.326724, -0.294909, -1.023606], [-1.550910, 0.562888, -0.279183], [1.150717, 2.073936, -1.536268], [-0.358365, -1.962769, -1.144979], [1.853959, -0.211116, -2.165113], [2.139982, 2.560667, -1.980899], [-0.008011, 4.107664, -0.693021], [-2.442613, -0.078007, 0.163382], [2.232214, -1.301346, 2.903971], [-1.032250, -2.898501, 1.734557], [-2.248606, 2.846050, 0.381016]], "forces_ev_per_a": [[-2.1, 1.9, -2.8], [2.9, 3.8, 8.2], [0.0, -0.4, -3.9], [0.6, -8.9, -1.7], [0.2, 1.7, 4.0], [1.3, 7.2, 2.3], [-0.5, -3.2, 0.1], [-3.5, 2.2, 2.1], [3.3, -2.7, -2.1], [0.7, 3.0, 0.2], [3.5, 1.6, -1.5], [-3.2, -2.3, 1.4], [-2.0, -0.8, -5.0], [-1.9, 1.5, 1.1], [-2.6, -0.9, 1.2], [0.0, -3.0, -0.4], [2.1, 1.7, -1.0], [-1.7, -1.2, 0.0], [0.8, 0.5, -1.0], [2.0, -1.6, -1.4]], "lowdin_charge": [0.00, 0.02, -0.07, -0.02, -0.01, -0.22, -0.06, -0.01, -0.05, -0.06, -0.02, -0.07, -0.18, 0.10, 0.09, 0.09, 0.10, 0.13, 0.16, 0.09], "e_above_lowest_kj_mol": 1118.7, "total_energy_ev": -18076.5407, "e_homo_ev": -8.85, "lumo_ha": -0.0105, "homo_lumo_gap_ev": 8.6, "mol_weight_da": 181.15, "smiles": "O=C(O)NOC(=O)c1ccccc1", "multiplicity": 1}